Entry 1:
Formula: C5H11NO
Source: OMol25
Level of theory: the ωB97M-V functional and the def2-TZVPD basis

## Properties
Frontier orbital gap (eV): 9.443
HOMO level (eV): -8.804
E (eV): -8898.8694
Molecular weight (g/mol): 101.15
Energy above the lowest of the compared OMol25 structures with the same formula, charge and spin (kcal/mol): 65.21

Each line ends with the Mulliken charge.
Element x y z (Å)
O1 2.598 -0.790 -1.842  -0.50
N1 0.047 -0.169 0.753  0.11
C1 1.792 -0.766 -0.925  -0.08
C2 0.582 0.100 -0.730  0.32
C3 -0.527 0.395 -1.773  -1.26
C4 -1.210 -0.849 0.755  -1.08
C5 0.091 0.819 1.777  -1.11
H1 -0.020 0.747 -2.725  0.37
H2 -0.643 1.643 1.765  0.34
H3 -1.404 -1.200 1.826  0.37
H4 1.037 1.309 1.747  0.41
H5 0.973 1.183 -0.705  0.18
H6 0.123 0.420 2.771  0.36
H7 -1.208 1.179 -1.423  0.31
H8 -1.054 -0.536 -1.906  0.37
H9 -2.111 -0.287 0.312  0.26
H10 -0.992 -1.842 0.294  0.33
H11 1.925 -1.357 0.030  0.31


Entry 2:
Formula: C5H11NO
Source: OMol25
Level of theory: the ωB97M-V functional and the def2-TZVPD basis

## Properties
Frontier orbital gap (eV): 8.789
HOMO level (eV): -8.425
E (eV): -8897.7496
Molecular weight (g/mol): 101.15
Energy above the lowest of the compared OMol25 structures with the same formula, charge and spin (kcal/mol): 91.04

Each line ends with the Mulliken charge.
Element x y z (Å)
O1 1.119 1.189 -0.486  -0.66
N1 0.410 -0.606 1.054  -0.23
C1 -2.100 0.146 -1.070  -0.59
C2 1.168 -0.052 -0.421  0.56
C3 -0.266 0.247 1.701  -0.51
C4 2.523 -0.759 -0.484  -1.22
C5 -2.165 1.092 -0.137  -0.52
H1 3.307 -0.182 0.022  0.33
H2 0.309 -0.714 -0.893  0.04
H3 0.010 1.298 1.578  0.36
H4 0.005 -1.527 0.866  0.33
H5 -1.111 -0.036 2.319  0.32
H6 -2.772 -0.709 -1.078  0.26
H7 -1.474 1.930 -0.160  0.27
H8 2.787 -0.811 -1.543  0.31
H9 2.508 -1.774 -0.071  0.32
H10 -1.359 0.207 -1.862  0.31
H11 -2.899 1.060 0.667  0.32


Entry 3:
Formula: C5H11NO
Source: OMol25
Level of theory: the ωB97M-V functional and the def2-TZVPD basis

## Properties
Frontier orbital gap (eV): 10.369
HOMO level (eV): -9.488
E (eV): -8900.6990
Molecular weight (g/mol): 101.15
Energy above the lowest of the compared OMol25 structures with the same formula, charge and spin (kcal/mol): 23.02

Each line ends with the Mulliken charge.
Element x y z (Å)
O1 1.780 2.290 0.981  -0.61
N1 0.149 1.040 0.057  -0.18
C1 2.627 0.338 0.067  -0.95
C2 1.472 1.342 0.279  0.53
C3 -2.482 -0.630 0.245  -1.13
C4 -0.271 -0.048 -0.800  -0.69
C5 -1.106 -1.089 -0.084  -0.35
H1 2.347 -0.704 -0.094  0.33
H2 -3.135 -1.394 0.659  0.35
H3 -0.647 -1.474 0.846  0.26
H4 0.528 -0.447 -1.406  0.45
H5 3.242 0.428 0.957  0.35
H6 -1.080 -1.966 -0.740  0.31
H7 -0.290 1.145 0.961  0.21
H8 -2.421 0.176 0.989  0.29
H9 -2.966 -0.211 -0.643  0.31
H10 -0.961 0.449 -1.519  0.27
H11 3.215 0.754 -0.755  0.24